(1)
Entry from OMol25: C54H45HoIN10OS3Se as an isolated structure (ωB97M-V with the def2-TZVPD basis set).

Output
⟨S²⟩: 6.004
2S+1: 5
Electronic energy in hartree: -7548.2356
Total charge: +3
HOMO level (alpha / beta) in eV: -14.852 / -14.852

XYZ file:
```
116
Properties=species:S:1:pos:R:3:lowdin_charge:R:1
C 1.87 1.26 -8.50 0.02
C 2.95 -2.63 6.27 -0.04
C -1.68 -5.92 1.92 -0.02
C -5.86 -0.08 2.89 -0.06
H 3.39 -0.68 7.25 0.13
H -1.70 1.98 -7.01 0.12
H -6.90 0.90 -3.83 0.12
C 2.70 3.64 1.42 -0.05
C -0.79 0.47 5.74 -0.05
N 1.03 1.94 -11.96 0.21
H 2.89 1.00 -8.81 0.13
S 0.50 -0.06 3.36 1.00
N -3.22 -1.31 -4.98 -0.20
H 2.40 0.61 5.44 0.12
C -0.73 2.40 -3.33 -0.11
S 2.11 0.92 0.96 0.79
C 4.24 -0.61 2.00 -0.06
S -1.61 -1.34 1.66 0.76
H -2.78 1.33 2.59 0.10
H 3.06 -4.59 -2.83 0.09
H 3.54 -1.41 2.12 0.09
H 0.39 4.79 -1.51 0.12
C 1.65 1.27 -7.15 -0.02
C -5.60 -1.26 2.21 -0.05
C 2.43 -3.73 -3.17 -0.45
C -0.64 2.78 -4.62 0.00
H 4.51 1.90 -0.33 0.14
Ho -0.09 -0.44 -1.43 1.33
H -1.76 -3.09 3.82 0.10
N 0.03 1.23 -3.15 -0.09
H 1.23 -2.82 3.27 0.11
H -0.94 -0.61 5.86 0.13
C -1.79 -3.75 2.97 -0.08
C 2.36 -3.22 5.16 -0.05
C -0.59 3.23 5.37 -0.05
C 3.84 0.53 1.21 -0.30
C -0.24 1.00 4.56 -0.34
C -4.86 0.87 2.98 -0.06
H 1.56 -4.08 -3.80 0.09
N 1.71 -0.02 -0.11 -0.42
N 2.82 -2.76 -1.07 0.22
H -3.75 0.55 -0.93 0.10
C 1.85 5.38 -0.04 -0.05
C 3.03 -1.21 6.35 -0.01
H 3.21 3.40 2.40 0.15
H -6.41 -1.95 2.03 0.12
C 1.09 4.44 -0.71 -0.04
C 6.11 1.20 0.95 -0.05
N -2.14 -0.83 -2.67 -0.33
C -1.65 -3.93 0.59 -0.06
C 2.33 -0.45 5.39 -0.08
C 0.34 1.58 -6.74 -0.18
C -0.51 1.94 -8.94 0.04
N 0.16 1.82 -5.27 0.03
Se -1.75 -1.98 -4.14 1.13
H 7.60 0.18 2.24 0.13
H 0.42 2.70 3.45 0.12
C 1.63 -1.05 4.40 -0.33
H -5.40 -0.19 -5.64 0.13
C -1.18 1.33 6.76 -0.03
H 1.05 0.02 -4.45 0.11
H 2.90 5.78 1.73 0.12
C 1.64 -2.45 4.21 -0.05
H -4.20 -2.55 1.24 0.10
C -1.65 -5.33 0.67 -0.06
C -5.38 0.84 -2.37 0.00
H -6.07 1.24 -1.70 0.10
I 3.81 -2.49 -4.43 0.83
O 0.91 -2.14 -2.26 -0.25
C -1.65 -3.09 1.72 -0.33
H -1.46 0.92 7.71 0.12
C -4.31 -1.60 1.71 -0.04
H -1.24 2.16 -9.73 0.13
H 2.61 -1.97 -0.48 0.05
H 6.81 1.93 0.62 0.11
N -0.77 -0.97 2.96 -0.36
C -4.09 0.42 -1.94 0.01
C 6.53 0.21 1.88 -0.02
H -1.69 -3.49 -0.44 0.11
C -3.23 -0.76 2.11 -0.28
C -1.75 -5.12 3.12 -0.02
C -0.75 1.81 -7.53 0.01
N 1.50 0.84 2.48 -0.36
C 2.53 4.99 1.09 -0.05
H 3.77 -3.16 -1.05 0.16
C 2.01 2.68 0.66 -0.33
H -5.04 1.91 3.34 0.13
H -1.79 -6.96 2.09 0.10
C 4.79 1.29 0.54 -0.08
C -0.11 2.39 4.41 -0.07
C -5.19 -0.01 -4.61 0.02
H -1.11 3.62 -5.13 0.14
N -1.26 -0.86 0.28 -0.45
C 0.99 1.87 -10.81 -0.19
H -1.77 -5.53 4.14 0.12
C 1.16 3.08 -0.34 -0.08
H 2.40 -4.31 5.04 0.12
H 2.43 0.99 -6.44 0.12
C -3.56 0.59 2.52 -0.04
C -5.90 0.62 -3.64 -0.04
C 0.82 1.70 -9.43 -0.18
H 1.76 6.44 -0.28 0.13
C -3.34 -0.28 -2.87 -0.36
H 3.22 -3.29 7.12 0.13
C 0.52 0.94 -4.33 -0.18
H -1.30 2.83 -2.55 0.10
C 2.00 -2.83 -2.13 -0.61
C -3.96 -0.55 -4.21 -0.35
H -1.41 3.41 7.32 0.12
H 0.50 2.45 -0.91 0.05
H -1.87 -5.98 -0.16 0.12
C -1.10 2.71 6.57 -0.02
C 5.57 -0.67 2.42 -0.06
H -6.88 0.16 3.18 0.12
H 5.83 -1.33 3.18 0.09
H -0.67 4.30 5.20 0.12
```


(2)
Entry from OMol25: C31H42MgN6S3 as an isolated structure (ωB97M-V with the def2-TZVPD basis set).

Output
Electronic energy in hartree: -2929.2869
Total charge: +2
HOMO level in eV: -13.512

XYZ file:
```
83
Properties=species:S:1:pos:R:3:lowdin_charge:R:1
C 6.58 8.40 21.20 -0.27
N 4.96 8.95 14.29 -0.12
H 4.33 10.66 13.21 0.13
C 2.55 3.44 22.96 -0.09
C 7.49 7.00 23.47 -0.07
C 6.91 7.07 21.06 -0.03
H 0.39 6.53 14.99 0.11
H 1.86 9.35 20.51 0.12
H 0.28 6.77 20.50 0.14
C 3.99 8.33 18.74 -0.68
N 2.21 8.65 14.81 -0.10
C 2.30 8.45 20.84 -0.02
H 6.64 9.13 13.04 0.15
H 6.81 3.72 17.30 0.05
C 7.40 8.40 23.52 -0.06
C 4.90 6.32 10.46 0.00
N 2.09 7.34 19.77 -0.05
C 7.28 6.36 22.24 -0.07
H 0.89 5.66 19.22 0.11
H 2.11 7.93 12.81 0.12
H 3.36 4.75 10.59 0.14
H 0.46 6.16 13.27 0.12
H 3.69 5.09 20.30 0.10
C 6.58 4.63 14.48 -0.38
H 6.03 4.55 13.54 0.03
H 4.96 6.32 9.42 0.11
C 3.04 4.83 21.13 -0.04
C 3.88 5.57 11.10 0.03
H 5.96 10.22 20.22 0.14
N 2.27 5.78 14.46 -0.14
H 0.39 3.38 23.46 0.12
S 2.72 6.29 17.42 0.73
C 6.01 8.31 13.47 -0.11
H 6.53 8.81 19.11 0.11
C 5.36 7.34 12.54 -0.27
H 1.64 8.77 15.63 0.11
C 0.80 4.79 22.02 -0.04
C 1.00 6.58 14.11 -0.14
H 1.99 10.60 13.84 0.14
H 4.08 7.69 21.74 0.12
N 4.55 8.68 19.91 -0.08
C 5.62 7.20 11.20 0.00
H 1.81 8.13 21.76 0.14
H 3.26 4.10 13.73 0.09
C 3.48 3.92 22.08 -0.08
H 7.51 5.31 22.22 0.10
C 6.40 4.74 17.26 -0.37
H 7.31 5.44 14.48 0.04
Mg 3.83 7.24 15.29 0.32
H 3.93 9.58 21.76 0.17
H 5.41 9.56 14.94 0.07
H 2.03 5.18 15.26 0.06
H -0.24 5.09 22.02 0.12
C 3.96 9.73 13.54 -0.18
H 7.26 5.43 17.34 0.06
H 6.76 6.51 20.11 0.12
C 1.73 5.32 21.13 -0.22
C 2.71 9.96 14.37 -0.18
S 5.38 4.90 15.77 0.75
C 3.69 5.77 12.43 -0.26
H 0.51 8.61 13.46 0.15
H 3.64 9.18 12.69 0.10
H 7.75 6.36 24.39 0.14
H 2.97 2.77 23.72 0.12
H 7.17 3.69 14.63 0.07
C 5.96 9.15 20.04 -0.11
S 4.67 8.81 17.32 0.80
C 1.41 7.98 13.68 -0.13
C 2.90 7.34 18.76 -0.66
H 3.03 10.55 15.24 0.12
C 1.23 3.85 22.94 -0.06
N 4.44 6.60 13.17 0.08
C 3.80 8.59 21.21 -0.05
H 4.51 3.56 22.25 0.13
C 1.17 6.26 20.11 -0.12
H 1.85 4.55 12.89 0.13
H 6.25 7.90 10.63 0.14
C 2.77 4.92 13.32 -0.09
H 6.75 7.74 14.06 0.13
H 5.72 4.75 18.14 0.03
H 6.76 10.11 22.53 0.12
H 7.51 8.99 24.44 0.12
C 6.88 9.03 22.40 -0.06
```


(3)
Entry from OMol25: a 2-piece molecular cluster, C12H19N4 overall (ωB97M-V with the def2-TZVPD basis set).

Output
Electronic energy in hartree: -687.4271
Total charge: +1
HOMO level in eV: -10.528

XYZ file:
```
35
Properties=species:S:1:pos:R:3:lowdin_charge:R:1
N -2.32 2.36 -1.84 0.23
N -1.12 2.30 0.28 0.09
C 0.97 -1.07 -1.45 -0.22
C 1.46 0.22 -1.05 -0.08
H 1.34 -1.97 -3.27 0.08
C -2.01 1.12 2.30 -0.02
C 1.47 -1.47 2.13 -0.02
H -2.56 1.42 -1.88 0.09
H -1.93 0.14 2.58 0.05
H 0.55 -0.53 -3.34 0.07
C 0.92 -1.85 -0.24 -0.18
N -0.60 3.96 -1.30 0.20
H -0.46 4.21 -2.29 0.14
N 1.65 0.26 0.32 0.03
H 0.95 -3.29 3.31 0.11
C 0.56 -3.10 0.03 -0.06
C -1.62 1.05 0.80 -0.21
C 0.53 -1.47 -2.78 -0.07
H -0.76 0.37 0.68 0.10
H 1.66 -0.74 2.86 0.10
H -0.22 2.38 0.73 0.15
C -1.35 2.85 -0.95 -0.30
H -2.34 0.55 0.30 0.08
H 0.01 -3.65 -0.83 0.15
C 0.52 -3.62 1.30 -0.06
H -0.46 -1.93 -2.96 0.10
H 2.34 0.95 0.66 0.17
C 1.03 -2.78 2.33 -0.07
H 0.06 4.26 -0.69 0.08
H -3.02 1.47 2.27 0.08
H -2.28 2.91 -2.65 0.10
H 0.12 -4.55 1.61 0.10
C 1.40 -1.03 0.83 -0.22
H 1.81 1.05 -1.68 0.12
H -1.41 1.73 2.94 0.08
```


(4)
Entry from OMol25: C30H39Cl2InN7O5Se2 as an isolated structure (ωB97M-V with the def2-TZVPD basis set).

Output
Electronic energy in hartree: -7839.4025
Total charge: +1
HOMO level in eV: -10.138

XYZ file:
```
86
Properties=species:S:1:pos:R:3:lowdin_charge:R:1
H -3.00 3.38 3.48 0.13
H 1.89 3.18 -0.73 0.02
H 5.02 -0.14 -2.32 0.10
C 1.50 -2.26 1.26 -0.09
C -4.37 1.86 1.43 -0.14
H 2.25 -1.49 1.40 0.10
H 4.56 -0.54 -3.99 0.09
H 0.34 4.07 -0.82 0.02
C -3.07 3.72 2.44 -0.13
H -5.29 0.41 0.15 0.13
O 3.80 -0.28 5.16 0.14
Se -2.77 0.67 -3.45 0.95
C 1.20 0.66 2.72 -0.17
H 2.44 -3.70 2.55 0.12
H 3.73 -3.36 -0.81 0.09
H -1.46 -0.29 -5.39 0.03
C -2.05 2.41 -3.94 -0.56
C -4.38 1.01 0.19 -0.15
C -1.29 3.06 -2.82 -0.52
H -1.89 3.12 -1.90 0.06
C 4.90 -0.96 -3.04 -0.03
Se 0.33 2.09 -2.37 1.03
H 5.87 -1.42 -3.19 0.10
H 3.20 0.11 5.81 0.12
H -3.10 -0.46 -0.72 0.05
C 1.87 1.37 1.57 -0.58
H -1.32 -0.15 4.24 0.16
H -1.86 5.44 2.88 0.13
H 4.64 -3.63 -3.73 0.10
H 1.56 4.25 -2.12 0.04
O 2.56 2.33 1.80 0.12
C 1.80 0.04 3.83 -0.08
H -1.43 2.28 -4.83 0.07
C 0.62 -4.43 1.70 0.01
Cl -1.56 -6.62 1.26 0.71
C 1.60 -3.50 1.90 -0.02
H -1.67 -1.47 -4.08 0.01
H -2.10 5.13 1.16 0.12
C 1.12 3.57 -1.39 -0.32
H 0.00 2.30 0.82 0.05
C -0.44 -2.91 0.17 -0.13
In -0.10 0.05 -0.50 0.69
H -0.43 3.40 3.04 0.12
C 0.75 -0.36 4.61 0.00
C 2.63 -1.35 -2.25 -0.08
O 1.61 0.92 0.37 -0.15
N -1.93 0.91 0.33 0.00
C -0.44 -4.16 0.81 -0.16
H 0.71 -0.92 5.54 0.14
H -4.36 1.64 -0.70 0.11
C -2.38 -3.48 -1.09 -0.57
C -3.16 0.12 0.20 -0.21
H -4.03 4.23 2.34 0.12
C -1.42 -0.44 -4.31 -0.39
H -3.22 -5.41 -0.68 0.11
N 1.62 -0.85 -2.04 0.20
H -4.55 1.25 2.32 0.13
N -0.84 2.81 1.05 0.07
C 3.24 -0.29 3.94 -0.47
H 3.36 -2.70 -4.51 0.09
C -1.93 4.66 2.13 -0.15
Cl -3.59 -3.11 -2.27 0.74
N 0.50 -1.97 0.45 0.07
H -5.15 2.62 1.40 0.13
H 5.38 -3.09 -1.37 0.10
H -0.43 -0.23 -3.92 -0.02
H 0.66 -5.39 2.20 0.10
H -2.90 3.05 -4.22 0.07
C 3.69 -3.12 -3.56 -0.03
H -0.95 4.06 -3.09 0.08
O 3.88 -0.60 2.97 0.14
H 0.20 4.45 1.78 0.13
C -1.40 -2.55 -0.84 -0.38
H -3.24 -0.59 1.03 0.13
N -0.12 0.63 2.79 0.12
C -2.43 -4.72 -0.43 -0.11
C 3.92 -2.02 -2.52 -0.58
C -1.49 -5.07 0.49 -0.61
O -1.28 -1.41 -1.47 -0.23
C -0.65 3.85 2.07 -0.16
H 4.55 -1.84 -0.44 0.09
C -1.97 2.05 0.98 -0.37
N -3.09 2.56 1.54 -0.02
N -0.37 0.00 3.96 0.03
H 2.96 -3.84 -3.22 0.09
C 4.42 -2.61 -1.19 -0.03
```


Q: What is the total charge in the second record?
A: +2